C13H24N3O5 | wB97M-V/def2-TZVPD

Cartesian coordinates (Å):
C  3.5796  2.5250  2.0949
N  2.8864  2.9988  0.8749
C  1.4145  2.8769  0.9765
C  0.8987  1.3848  0.7742
C  -0.5935  1.3125  0.2453
C  -1.4865  2.5018  1.0340
C  -2.6714  1.9074  2.0104
O  -1.3123  2.5609  2.5025
O  0.9396  0.6639  2.0400
C  0.9974  -0.7407  1.7879
H  3.2409  1.5203  2.4618
H  3.5235  3.2424  2.9742
H  4.6855  2.4467  1.8365
H  3.0689  4.0107  0.8408
H  0.9722  3.3549  1.9109
H  0.9666  3.4581  0.1056
H  1.5925  0.9156  0.0054
H  -1.1622  0.4043  0.5866
H  -0.7207  1.5205  -0.8492
H  -1.7211  3.4823  0.4506
H  -3.3653  2.7546  2.2383
H  -2.4538  1.0238  2.6567
H  0.0454  -1.1715  1.3604
H  1.1871  -1.2588  2.7800
H  1.8586  -1.0299  1.1147
N  2.0844  -1.1716  -1.7494
C  1.6423  -0.4483  -2.7882
C  0.5513  -0.8007  -3.5655
C  -0.1223  -1.9718  -3.2572
C  0.3179  -2.7408  -2.1899
C  1.4159  -2.2994  -1.4730
H  2.2033  0.4588  -2.9911
H  0.2351  -0.1749  -4.3896
H  -0.9837  -2.2830  -3.8394
H  -0.1848  -3.6624  -1.9212
H  1.7930  -2.8652  -0.6251
N  -2.1332  -3.5906  0.3441
H  -1.5413  -2.9655  -0.2281
H  -2.7447  -3.0228  0.9403
H  -2.7099  -4.1686  -0.2768
H  -1.5439  -4.1908  0.9235
C  -3.6382  -1.6615  -1.9068
O  -2.9149  -0.9313  -1.1543
O  -4.8104  -2.1014  -1.5828
O  -3.2864  -2.0736  -3.0835

Values from the calculation:
net charge	-1
gap between HOMO and LUMO	0.1201	hartree



C13H24N3OPb2 | wB97M-V/def2-TZVPD

Cartesian coordinates (Å):
Pb  17.2364  -29.7426  30.1117
Pb  16.6496  -32.0657  26.8776
C  18.9577  -29.7186  26.8693
O  18.1419  -30.3625  27.8329
H  18.8858  -30.1935  25.8883
H  18.6349  -28.6816  26.7321
H  19.9961  -29.7137  27.2056
C  24.0927  -28.2017  27.4658
C  23.4954  -29.4726  28.1194
C  23.9245  -30.7326  27.4342
C  23.6192  -31.9961  28.0848
N  23.3509  -33.0003  28.5722
H  23.5920  -27.2811  27.7532
H  23.9323  -28.4121  26.4044
H  25.1671  -28.0814  27.5940
H  22.4140  -29.3447  27.9792
H  23.6725  -29.4888  29.1952
H  25.0188  -30.7331  27.3515
H  23.6138  -30.7946  26.3881
C  18.3983  -24.6613  25.3800
C  17.3211  -25.4862  26.0924
C  17.7823  -25.8736  27.5060
C  17.1390  -26.9386  28.2220
N  16.6077  -27.8194  28.7517
H  18.1085  -24.4108  24.3655
H  19.3286  -25.2272  25.4371
H  18.5222  -23.7699  25.9984
H  17.0999  -26.3669  25.4783
H  16.3508  -24.9885  26.0684
H  17.6066  -24.9486  28.0721
H  18.8704  -25.9649  27.5723
C  17.1861  -34.6306  21.7333
C  17.1054  -33.1691  21.2885
C  18.0251  -32.2280  22.1105
C  17.4526  -31.7545  23.3472
N  16.9598  -31.4164  24.3356
H  18.1658  -35.0490  21.4893
H  16.3401  -35.2472  21.4503
H  17.3206  -34.7483  22.8192
H  16.0898  -32.7810  21.3289
H  17.5276  -33.1070  20.2872
H  18.3060  -31.3077  21.5872
H  18.9776  -32.7148  22.3398

Values from the calculation:
net charge	+3
gap between HOMO and LUMO	0.1572	hartree



C13H25Br3Cl20Cs2O2 | wB97M-V/def2-TZVPD

Cartesian coordinates (Å):
Cs  1.4144  0.9022  0.9755
Cs  -3.0816  -0.1478  1.4130
O  -0.8499  1.7248  -0.4259
C  -0.5549  0.7460  -1.4029
C  -0.9885  -0.6632  -1.1730
O  -0.5351  -1.0886  0.0625
H  0.5496  0.5808  -1.5122
H  -0.7223  0.9663  -2.4905
H  -0.4690  -1.2139  -1.9690
H  -2.0787  -0.6688  -1.3223
C  3.1150  -4.2213  4.4397
Br  4.9627  -3.6138  4.5387
Br  2.8505  -5.4173  5.9794
Br  2.6652  -5.0517  2.7890
H  2.4257  -3.4518  4.6200
C  1.5947  -2.9275  -0.7940
Cl  1.3878  -3.3323  -2.4845
Cl  3.1468  -2.0667  -0.6115
H  0.6461  -2.3718  -0.4544
H  1.6716  -3.8971  -0.2304
C  -3.4722  1.1967  -2.5053
Cl  -5.0294  0.7259  -1.7265
Cl  -3.6136  2.4218  -3.8252
H  -2.8120  1.6211  -1.7771
H  -3.1680  0.2229  -2.9540
C  1.6510  4.7862  -0.9560
Cl  1.7100  4.2967  0.7503
Cl  2.0441  3.4685  -2.0064
H  0.6421  5.1152  -1.1144
H  2.3463  5.5741  -1.0807
C  -4.9033  -2.8746  -1.1073
Cl  -5.4567  -4.3310  -2.0174
Cl  -5.9342  -2.3666  0.2435
H  -3.9098  -3.0760  -0.7388
H  -4.9665  -2.0518  -1.7791
C  5.8341  0.5970  -1.7590
Cl  5.6766  1.4974  -0.2072
Cl  7.2151  0.9065  -2.7367
H  5.8526  -0.4415  -1.4626
H  4.9934  0.6573  -2.4216
C  -0.7853  -3.2667  1.9484
Cl  -0.7747  -4.7208  0.9845
Cl  -2.2225  -3.1628  3.0016
H  -0.0047  -3.3138  2.6652
H  -0.7938  -2.3820  1.2889
C  1.1456  -0.8391  6.9715
Cl  2.7355  -1.4459  7.5582
Cl  1.1750  -0.5055  5.1794
H  0.3281  -1.4802  7.1719
H  0.9373  0.1764  7.2972
C  1.2776  -0.3301  -4.5868
Cl  1.3695  1.2756  -5.3354
Cl  0.3796  -1.4957  -5.6014
H  2.3351  -0.6951  -4.5283
H  0.7944  -0.2709  -3.6629
C  -1.7163  3.3771  2.0529
Cl  -3.5099  3.2725  1.8840
Cl  -1.0436  2.4000  3.3720
H  -1.3676  3.0617  1.0866
H  -1.4895  4.4678  2.2234
C  -2.2381  4.4634  -1.8390
Cl  -2.1443  5.7792  -0.6923
Cl  -1.3587  5.0124  -3.4656
H  -1.6620  3.5932  -1.4833
H  -3.2162  4.2969  -2.2566

Values from the calculation:
gap between HOMO and LUMO	0.2791	hartree



C13H25Cl3LaNO4P2 | wB97M-V/def2-TZVPD

Cartesian coordinates (Å):
C  -0.8008  0.7076  -4.0453
C  -0.8765  0.1981  -2.7443
N  -0.0008  0.5955  -1.7863
C  0.7877  1.6620  -2.0507
C  0.7980  2.2956  -3.2970
C  0.0167  1.7904  -4.3282
C  -1.8876  -0.8724  -2.4511
P  -2.5040  -1.0380  -0.7437
La  0.0056  -0.8185  0.7212
P  2.2807  1.1960  0.3987
C  1.6557  2.3108  -0.9716
O  -0.6423  -3.1070  -2.6614
O  0.0387  -2.9370  -0.2502
H  -1.4627  0.2876  -4.7807
H  1.4594  3.1544  -3.4197
H  0.0394  2.2461  -5.3127
C  -3.8972  0.1303  -0.8286
C  -3.3827  -2.6412  -0.6626
H  2.5418  2.7778  -1.4535
H  1.0775  3.0990  -0.4417
H  -1.3182  -1.9521  -2.6578
H  -2.7120  -0.8386  -3.1774
C  2.7629  2.5036  1.5828
C  3.9415  0.8933  -0.3114
H  1.8599  -2.1856  -0.3481
H  0.3896  -3.7685  0.1871
H  -0.1142  -3.0207  -1.7194
H  -0.1458  -3.0090  -3.4684
H  -0.0715  1.2324  1.2504
H  2.2984  -1.6060  -0.2244
H  -4.6865  -0.2865  -1.4770
H  -4.2480  0.2902  0.2014
H  -3.5256  1.0854  -1.2256
H  -4.2259  -2.6780  -1.3641
H  -2.7234  -3.5011  -0.8326
H  -3.7720  -2.7268  0.3610
H  4.5048  1.8399  -0.3429
H  4.4617  0.1658  0.3271
H  3.8341  0.4618  -1.3159
H  3.6679  3.0171  1.2335
H  1.9208  3.1967  1.6838
H  2.9375  2.0347  2.5569
Cl  -0.7006  -0.2379  6.0619
C  -0.3485  -0.3169  4.3656
Cl  -1.7193  0.2242  3.3624
Cl  1.1190  0.6680  4.0258
C  0.0414  -1.8009  3.9403
O  0.0661  -2.7124  4.7395
O  0.2398  -1.8773  2.6423

Values from the calculation:
gap between HOMO and LUMO	0.2780	hartree



What DFT total energy values result from the calculations? In sequence: -28571.988, -30852.665, -479652.821, -80571.246 eV.